A molecular structure, C32H96CrKO42P2V, computed with ωB97M-V with the def2-TZVPD basis set.

Element x y z (Å)
O  -2.82736  1.60433  4.95178
H  4.48853  0.51492  2.17645
H  2.84106  -4.88694  -0.93191
H  -2.41912  -3.05835  2.03305
O  3.24696  -2.19416  3.28581
H  6.45105  0.50556  5.42380
H  0.57904  -2.23025  -5.11572
C  -3.25160  2.61483  -0.81562
O  -0.78201  -3.28572  3.63765
O  -0.78054  -1.90480  -7.15684
H  -2.27471  0.26879  -0.48489
O  3.63617  -0.67559  0.82995
H  2.66264  5.89177  2.13902
H  -0.93247  -3.83101  -5.30176
O  -3.03275  0.21945  -1.07186
O  -2.98280  5.22014  1.61719
C  0.52048  -2.56700  -7.21912
H  -4.73739  1.21064  -1.47832
C  -3.53774  3.59776  -4.74998
O  -2.31086  -0.57201  6.71844
H  2.70810  -0.67590  0.58439
H  -3.83359  -1.06573  1.92823
O  -0.03402  -4.15733  -5.39063
H  -3.68131  3.87808  2.82310
C  0.12892  2.68055  4.12735
O  1.62000  3.76783  -1.74698
H  -4.83300  2.43358  -6.62843
C  -1.88134  0.72408  6.93671
H  -4.12930  0.53756  2.76559
C  -3.92518  1.26903  -0.75374
O  0.68929  -3.08573  -0.43328
H  3.66310  3.15561  -3.46978
H  4.91793  -1.17869  -3.73355
H  -5.61001  5.75948  2.40938
C  2.83981  -6.90646  -1.63770
O  3.68637  1.50431  -1.49006
H  -1.04215  -0.45786  -3.87167
H  5.13950  -2.00958  1.24412
H  -1.65634  -0.97266  6.14163
H  0.65025  -2.30775  0.12780
H  -4.56464  -3.16228  1.66132
C  -0.87555  0.56791  -4.20055
C  3.04266  -5.88943  -0.55443
H  -5.31549  -4.10595  -0.76331
H  -0.55100  5.87105  0.20946
C  3.31397  -2.82531  2.03982
H  4.62935  0.63885  5.27476
H  2.79523  1.04279  3.28380
H  -4.41457  1.06954  0.19957
P  -0.39558  -1.82252  3.87487
H  -4.19285  -1.52437  -0.91295
C  -3.96485  -3.68633  0.91719
H  -1.46583  1.86131  3.76930
H  3.34441  -6.59828  -2.55341
H  5.36588  2.89457  -3.99694
H  -2.32927  2.72648  6.61503
O  0.32310  4.20022  0.79668
O  -4.87793  -2.14991  -0.66604
H  5.56557  1.16093  -2.24252
H  -2.71665  5.12301  3.54434
H  -2.63197  -0.83904  3.75128
H  0.78338  1.72500  -5.10984
H  -2.57928  2.86153  -1.63734
H  -1.68757  0.75432  -4.90338
H  3.06410  -2.08435  -2.52645
O  4.15146  1.23514  -4.25398
H  -1.81473  -5.88699  -1.72541
H  -0.91381  -1.38528  -7.95305
C  0.51117  0.70920  -4.82323
O  4.64697  1.29847  2.70801
H  -1.78931  0.76641  8.02199
H  2.35856  -1.83151  3.31466
H  5.90157  -2.06655  -5.25977
H  4.09949  -6.00102  -0.31207
C  -3.53522  4.95804  2.84375
O  -2.58909  -3.32703  1.12723
H  -1.79501  2.91154  -4.64669
O  5.48302  -1.14888  4.79246
H  -0.32514  3.66186  3.98970
H  -1.32628  -4.27506  -2.94949
H  1.79757  -7.06266  -1.91600
H  2.28618  -3.01732  1.73179
O  2.03046  6.61133  2.07428
O  -0.47826  -1.67605  5.38878
H  4.16835  -2.55444  0.04919
H  -4.09447  -4.76338  1.02333
O  -6.37571  0.22234  3.85402
O  0.95541  -0.73842  0.62989
C  -4.29283  -0.54010  2.76545
O  1.86605  1.28407  3.28626
H  6.65238  0.64743  2.88565
H  -5.11013  2.20575  -4.15619
H  -1.14400  -2.46552  -1.23430
H  -5.72077  4.73795  4.33948
H  2.99361  -8.82096  -1.94373
C  -4.80257  5.82366  3.13877
C  4.85406  1.98509  -2.19144
H  -0.38147  5.85954  1.97276
H  -0.45086  1.53552  -2.54613
C  4.27603  -1.91149  -4.22248
H  0.37194  -4.72835  -2.42858
H  -7.32143  0.12098  3.98415
O  -1.05106  1.68886  -3.27951
O  5.21471  -2.68647  -5.00380
H  0.84898  7.54966  0.66976
O  0.81444  1.31519  0.72360
H  -2.93410  4.38845  1.14020
H  3.96382  0.68701  -1.06977
C  0.76933  -3.09133  -5.75638
C  -2.75343  1.76422  6.32824
H  5.32662  2.84580  -1.71821
H  5.35410  -3.67341  -2.92106
H  0.60312  -3.35892  -7.96353
C  5.81248  1.01177  3.47719
H  1.25692  -1.77548  -7.35786
H  6.08710  2.02123  3.78327
O  -1.24569  -0.80489  3.10473
H  -3.58331  1.58645  -4.31916
H  2.96524  -3.57013  -3.60373
C  -0.62048  -4.39302  -2.12729
H  -3.50940  3.98693  -3.73222
H  4.77241  -1.51013  4.25756
C  1.25763  6.56775  0.90840
O  -1.06411  0.48305  0.59897
H  3.55445  -1.45675  -4.90118
H  -0.88320  0.66901  6.50222
C  0.09679  5.57643  1.03510
H  0.61498  0.03729  -5.67521
C  4.47286  2.43356  -3.57493
C  -4.24347  2.30132  -4.81032
H  3.25720  1.01402  -3.98375
H  -5.97519  -1.81105  3.30677
O  1.54073  0.32640  -3.95983
H  2.16325  2.75429  4.70750
C  4.07902  -2.01519  0.99223
H  -4.11078  4.31827  -5.33358
H  3.83814  -3.76975  2.18601
H  2.69454  -6.96559  0.92279
O  -0.63764  1.86829  3.28385
H  1.91146  3.32378  3.01294
O  3.42518  -8.18501  -1.36847
K  -0.33457  -4.75151  1.54147
P  0.19346  0.30842  -0.25469
C  -5.80018  -0.78134  2.99505
H  -3.64592  -3.79620  -1.21131
O  -1.29084  -5.28721  -1.18933
H  -3.19498  0.73609  4.77122
H  0.01076  2.32929  5.15241
H  1.23071  0.53991  -3.07671
O  -3.56865  -1.01174  3.87127
O  2.27648  -6.15810  0.61490
C  3.59860  -2.82864  -3.11675
C  1.60422  2.61525  3.78216
O  4.62331  -3.41218  -2.35598
O  -5.30493  5.59142  4.48185
O  -2.48039  2.81700  0.44159
O  -4.35478  1.77337  -6.12145
V  1.77237  2.68312  -0.58239
H  -0.57994  3.87467  0.80793
Cr  0.10165  0.15335  2.14520
O  0.87381  -1.25636  3.18758
O  0.58097  1.12302  -1.49851
C  -0.25957  -3.05827  -1.46782
H  -6.28776  -0.74667  2.02079
H  1.90820  6.37747  0.05480
C  -4.44383  -3.49323  -0.53334
O  -2.22357  3.40535  -5.34961
H  1.81710  -3.38760  -5.70655
H  -2.06972  1.95734  0.55967
C  5.55672  0.24726  4.85674
H  -3.73989  1.58600  6.75629
O  2.85543  3.11838  0.49870
H  0.22501  -2.49060  -2.26220
H  -4.00759  3.39336  -0.91789
H  -4.50676  6.85982  2.97452

Atomic forces in eV per Å
O 0.4 1.1 -1.4
H -0.6 -0.3 -0.7
H -0.1 -0.1 0.2
H 0.0 0.2 0.8
O 1.6 -0.2 0.0
H -0.2 -0.1 0.5
H 0.3 0.1 0.2
C 0.2 1.1 1.3
O 0.5 0.6 -2.1
O 0.6 -0.9 -0.2
H 0.1 -0.2 0.7
O 1.1 0.0 -0.2
H -0.1 -0.2 -0.4
H -0.1 0.0 -0.1
O -0.8 -0.6 -0.9
O 0.3 1.3 -2.1
C -0.6 0.8 2.0
H 0.0 0.1 -0.3
C 0.5 0.4 -1.2
O -2.4 0.0 0.4
H -0.7 -0.1 0.2
H -0.8 0.4 -0.8
O -0.4 -0.9 0.2
H -0.8 -0.2 0.8
C 0.6 0.4 0.2
O 0.2 -0.5 0.5
H -0.1 0.0 -0.3
C 1.4 -1.5 0.6
H -0.2 0.4 -0.9
C 0.1 -0.4 -1.0
O -0.1 -2.6 -0.2
H -0.2 0.1 -0.4
H -0.7 0.4 0.3
H 0.0 -0.8 -0.2
C -0.2 -0.5 -1.6
O -0.2 0.2 -0.4
H 0.1 0.0 0.9
H 0.1 0.6 0.6
H 0.8 -1.2 -0.8
H -0.1 1.0 0.3
H -0.4 -0.1 -0.4
C 0.1 2.1 -0.6
C 0.4 -0.6 -0.2
H 0.0 -0.2 0.3
H -0.5 0.4 0.2
C 0.3 0.1 -0.1
H 0.1 0.4 0.3
H 0.6 0.4 0.0
H 0.2 0.4 0.4
P -0.6 -3.3 4.3
H 0.6 0.1 0.0
C 0.4 -1.0 -0.3
H -1.4 -0.9 0.2
H 0.0 0.8 -0.1
H -0.2 0.1 -0.4
H -0.4 0.3 -0.4
O 0.5 -0.4 0.8
O -0.7 0.0 -0.7
H 0.1 0.1 -0.1
H -0.5 0.3 0.9
H 0.7 0.0 -0.6
H -0.9 0.2 -0.4
H 0.1 -1.0 -0.3
H 0.4 -0.2 -0.6
H -0.4 -0.5 0.4
O 0.2 0.8 -1.0
H 0.0 -0.1 0.1
H 0.0 0.0 -0.1
C -0.2 -0.3 -1.1
O 0.4 -0.8 0.2
H 0.0 1.1 0.3
H -1.2 0.8 0.6
H 0.1 -0.1 -0.1
H 0.3 0.6 0.2
C -0.5 -0.7 0.7
O -0.5 -0.2 -1.3
H 0.9 -0.2 0.2
O 1.2 -0.3 0.4
H 0.6 0.5 0.5
H 0.5 0.5 -0.2
H -0.3 0.3 0.3
H 0.0 -0.2 -0.4
O 0.3 0.8 1.0
O 0.8 1.2 -1.2
H -0.8 -0.1 -0.4
H 0.2 -0.4 0.7
O 1.0 -0.2 0.0
O -0.4 -4.9 -3.3
C 0.0 0.0 1.5
O -1.2 0.5 0.6
H -0.2 -0.5 -0.1
H -0.8 0.5 -0.5
H -0.4 -0.2 0.6
H -0.2 -0.3 0.7
H 0.1 0.0 0.1
C 1.0 0.0 0.3
C 0.1 0.9 0.2
H -0.2 -0.8 0.2
H 0.1 0.3 0.3
C 0.3 -1.1 0.5
H -0.3 -0.9 -0.4
H 0.1 -0.4 -0.3
O -1.0 -1.2 -1.2
O -0.3 -0.4 0.1
H -0.2 0.1 0.6
O 4.6 6.9 0.5
H 0.2 -0.2 -0.2
H -0.3 -0.2 0.7
C 0.2 1.1 -1.9
C 0.0 -0.5 1.3
H -0.2 -0.1 0.8
H -0.1 0.0 -0.4
H -0.2 0.0 -0.1
C -0.7 1.0 1.8
H 0.3 -0.2 -0.4
H 0.4 0.1 0.3
O -2.2 1.7 -1.8
H 0.2 -0.1 0.1
H -0.3 0.0 0.2
C 0.1 0.2 1.7
H 0.3 -0.1 0.2
H -0.8 0.3 -0.3
C 0.5 -1.5 -0.6
O -5.4 -2.0 -2.9
H -0.2 0.2 0.3
H 0.5 1.1 0.0
C 0.1 2.2 -1.8
H -0.3 0.2 -0.3
C 0.5 -1.3 0.9
C 0.9 -2.0 0.9
H -0.7 -0.4 -0.2
H 0.2 0.0 0.7
O 0.6 -0.9 1.0
H 0.2 0.3 -0.1
C 0.5 -0.6 0.0
H 0.3 0.3 -0.3
H 0.0 -0.3 -0.3
H -0.3 -0.2 0.5
O 0.4 -0.8 -1.2
H -0.1 0.2 0.0
O 0.0 0.0 1.0
K 0.2 0.0 0.1
P 2.2 3.5 4.0
C 0.0 0.1 -1.0
H 0.2 0.2 -0.1
O 0.7 0.4 -0.3
H -0.3 -0.9 0.0
H -0.2 0.1 0.1
H 0.3 0.1 0.6
O -2.0 -0.4 1.7
O 0.0 0.0 -0.2
C 1.7 1.7 -2.0
C 0.6 -0.9 -0.6
O -0.2 -0.3 0.9
O 0.4 0.2 -1.5
O -1.1 0.5 -1.5
O -0.7 0.4 0.2
V 1.3 0.5 2.4
H -0.3 -0.9 0.0
Cr -0.3 0.1 3.1
O 2.9 -0.5 0.0
O -0.3 -2.8 -1.3
C -0.4 1.2 -0.9
H -0.1 0.3 -0.3
H -0.1 -0.5 -0.3
C 0.3 1.6 1.3
O -1.4 0.9 0.8
H 0.0 -0.1 0.2
H 0.7 -0.3 0.6
C 0.2 0.2 -2.4
H -0.3 0.5 0.2
O -0.6 0.3 -1.3
H 0.0 0.1 -0.7
H -0.2 0.2 0.7
H 0.2 0.2 0.8

Values from the calculation:
Spin multiplicity ... 4
HOMO-LUMO gap (spin up / spin down) ... 6.46 / 6.42 eV
Largest force on an atom ... 0.161 hartree/bohr
Total charge ... -1

Here are the Mulliken charges for atoms 1 to 5, given in e: -0.67, 0.01, -0.19, 0.11, -0.52